The following is a quantum chemistry calculation of a structure of composition C4H2N2O, from OMol25.

HOMO-LUMO gap: 9.56 eV
LUMO energy: -0.060 hartree
total energy: -338.23438 Ha
HOMO: -11.20 eV

Last column: Löwdin charge in e.
Cartesian coordinates (Å):
N: 0.990 -1.304 -0.149  0.182
C: 1.037 -0.069 0.404  -0.514
O: 2.042 0.596 0.514  0.087
C: -0.281 0.487 0.907  -0.247
C: -0.734 1.629 1.373  0.337
C: -1.571 -0.153 1.044  -0.279
N: -2.608 -0.664 1.162  0.202
H: 0.145 -1.837 -0.278  0.109
H: 1.858 -1.669 -0.513  0.124

Cartesian forces, eV/Å:
-0.010 0.037 0.008
0.245 0.164 0.004
-0.407 -0.239 -0.036
-0.169 0.407 0.183
0.412 -0.255 -0.181
-0.893 -0.755 -0.002
0.957 0.404 -0.147
0.042 0.179 0.096
-0.175 0.059 0.076

***

The following is a quantum chemistry calculation of a structure of composition C35H27BrF5N3O3PRbS, from OMol25.

HOMO-LUMO gap: 7.72 eV
LUMO energy: 0.001 hartree
total energy: -5576.95841 Ha
HOMO: -7.68 eV

Last column: Löwdin charge in e.
Cartesian coordinates (Å):
Rb: -0.218 0.373 -0.350  0.931
C: 5.513 5.360 -1.633  -0.022
C: 5.160 5.059 -0.174  -0.317
C: 6.356 5.093 0.772  -0.132
C: 7.337 3.981 0.428  -0.135
C: 6.621 2.664 0.382  -0.135
C: 7.317 1.493 0.582  0.046
C: 6.658 0.269 0.547  -0.257
F: 7.376 -0.865 0.732  0.052
C: 5.307 0.197 0.335  0.059
C: 4.575 1.371 0.130  -0.041
C: 3.128 1.271 -0.114  -0.331
O: 2.524 0.200 0.014  -0.074
C: 2.508 2.520 -0.481  -0.033
C: 3.202 3.673 -0.429  0.031
N: 4.517 3.759 -0.099  -0.008
C: 5.234 2.618 0.135  -0.081
C: 1.015 2.532 -0.866  -0.871
O: 0.725 2.022 -1.957  -0.159
O: 0.234 2.947 0.001  -0.101
H: 6.022 6.316 -1.716  0.085
H: 4.602 5.399 -2.225  0.082
H: 6.148 4.584 -2.054  0.084
H: 4.427 5.802 0.165  0.150
H: 5.995 4.953 1.794  0.129
H: 6.844 6.065 0.721  0.120
H: 8.139 3.937 1.167  0.122
H: 7.803 4.177 -0.541  0.120
H: 8.381 1.522 0.755  0.129
H: 4.789 -0.749 0.296  0.122
H: 2.705 4.607 -0.647  0.153
F: -4.327 -6.359 0.089  0.135
C: -4.073 -5.052 0.053  -0.126
C: -5.112 -4.129 -0.016  -0.122
F: -6.378 -4.546 -0.051  0.132
C: -4.823 -2.770 -0.056  -0.200
F: -5.850 -1.924 -0.160  0.113
C: -3.521 -2.280 -0.008  -0.311
P: -3.179 -0.446 0.010  1.028
C: -4.130 -0.018 -1.485  -0.375
C: -3.913 -0.808 -2.615  -0.096
C: -4.539 -0.510 -3.810  -0.072
C: -5.397 0.575 -3.888  -0.080
C: -5.580 1.388 -2.782  -0.072
C: -4.919 1.122 -1.595  -0.090
C: -4.193 -0.089 1.490  -0.357
C: -3.506 -0.329 2.680  -0.125
C: -4.120 -0.124 3.901  -0.071
C: -5.419 0.354 3.947  -0.080
C: -6.106 0.590 2.768  -0.076
C: -5.506 0.364 1.540  -0.092
C: -2.493 -3.221 0.052  -0.559
Br: -0.677 -2.686 0.075  0.809
C: -2.764 -4.586 0.074  -0.253
F: -1.760 -5.465 0.113  0.077
H: -3.245 -1.662 -2.557  0.109
H: -4.370 -1.132 -4.676  0.106
H: -5.909 0.793 -4.814  0.104
H: -6.252 2.230 -2.844  0.106
H: -5.012 1.806 -0.764  0.106
H: -2.478 -0.670 2.650  0.012
H: -3.583 -0.345 4.812  0.106
H: -5.893 0.545 4.900  0.103
H: -7.128 0.934 2.804  0.104
H: -6.075 0.517 0.638  0.091
S: -0.024 -0.057 3.262  0.664
C: 1.101 -1.250 3.188  -0.925
N: 0.827 -2.570 3.125  -0.012
C: 2.014 -3.390 3.175  -0.140
C: 3.147 -2.342 3.154  -0.134
N: 2.440 -1.084 3.277  0.026
H: -0.096 -2.934 3.272  0.126
H: 2.057 -4.061 2.311  0.113
H: 2.034 -3.995 4.088  0.118
H: 3.724 -2.386 2.226  0.113
H: 3.833 -2.469 3.997  0.116
H: 2.858 -0.225 2.962  0.133

Cartesian forces, eV/Å:
-0.389 -1.077 0.667
-0.068 0.039 0.234
0.307 0.538 -0.173
-0.029 -0.042 -0.078
-0.037 0.132 0.032
0.164 -0.085 0.024
-0.157 -0.086 -0.037
-0.340 -0.005 -0.030
-0.068 0.160 -0.020
0.329 -0.066 0.066
0.109 0.162 -0.031
0.271 0.452 -0.008
0.031 -0.223 0.034
-0.609 -0.154 -0.197
0.023 -0.258 0.065
-0.441 0.157 0.053
0.089 -0.722 0.098
1.242 1.153 -0.031
0.416 0.279 -1.085
-0.217 0.530 0.488
0.073 0.140 -0.027
-0.041 0.019 -0.096
0.087 -0.083 -0.026
0.089 -0.174 -0.016
0.007 0.032 0.010
-0.051 0.056 -0.026
0.012 0.005 -0.045
0.054 0.048 0.006
0.164 -0.025 0.065
-0.051 -0.103 0.017
0.040 0.165 0.023
0.025 0.227 -0.019
0.073 0.288 -0.008
0.079 0.072 -0.008
0.185 -0.008 0.000
0.130 -0.178 -0.024
-0.037 -0.233 0.028
0.126 0.001 -0.043
-1.064 -0.789 0.219
0.157 0.155 -0.024
0.008 -0.015 0.107
-0.053 -0.037 -0.056
-0.031 0.002 -0.036
-0.064 0.062 -0.092
0.076 -0.087 0.016
0.116 0.218 -0.021
-0.029 -0.005 -0.171
-0.060 -0.060 0.087
0.039 -0.010 0.050
-0.141 0.019 0.021
0.042 -0.036 0.040
-0.258 -0.157 -0.063
-0.206 -0.811 0.059
0.059 0.221 0.020
-0.135 -0.120 0.032
-0.066 -0.011 -0.025
0.032 -0.036 -0.065
-0.044 0.021 -0.041
0.022 0.157 -0.014
-0.086 -0.005 0.069
0.011 0.017 0.029
0.090 0.067 0.088
-0.056 -0.028 0.041
-0.098 0.078 -0.007
-0.030 0.022 -0.077
-0.503 0.708 -0.170
-0.006 -0.244 0.389
0.324 0.091 -0.020
0.189 -0.393 0.029
0.432 -0.228 0.021
-0.079 -0.226 -0.192
-0.057 0.212 -0.025
0.068 0.015 0.126
0.059 0.056 -0.115
-0.059 -0.006 0.050
-0.035 -0.077 -0.174
-0.154 0.125 0.014

***

The following is a quantum chemistry calculation of a cluster of 2 separate species, C13H17BF2NO3 in total, from OMol25.

HOMO-LUMO gap: 7.47 eV
LUMO energy: 0.091 hartree
total energy: -1010.78770 Ha
charge: -1
HOMO: -5.00 eV

Last column: Löwdin charge in e.
Cartesian coordinates (Å):
C: -2.089 -1.521 2.211  -0.055
C: -1.263 -2.466 1.278  -0.418
N: -1.517 -2.419 0.009  0.068
C: -0.151 -3.435 1.757  -0.072
B: 1.046 -2.738 2.641  -0.869
F: 0.568 -2.629 4.022  -0.021
F: 2.224 -3.599 2.571  -0.004
C: 1.343 -1.226 2.088  -0.073
C: 1.654 -1.050 0.655  -0.037
C: 1.871 0.299 0.162  -0.108
C: 1.794 1.445 1.052  -0.119
C: 1.523 1.257 2.473  -0.099
C: 1.285 -0.083 3.014  -0.037
H: -2.070 -0.462 1.828  0.081
H: -1.809 -1.575 3.293  0.074
H: -3.170 -1.840 2.115  0.071
H: -2.275 -1.735 -0.131  0.021
H: -0.643 -4.301 2.274  0.103
H: 0.335 -3.853 0.826  0.095
H: 1.677 -1.968 0.021  0.106
H: 2.073 0.420 -0.930  0.072
H: 1.949 2.466 0.638  0.080
H: 1.494 2.147 3.149  0.082
H: 1.071 -0.230 4.095  0.097
C: -1.408 1.341 -4.273  -0.024
C: -0.769 2.505 -3.549  -0.347
C: 0.633 2.230 -3.080  -0.112
O: 0.748 3.069 -1.932  0.049
C: -0.516 3.231 -1.439  -0.544
O: -0.770 3.706 -0.380  0.165
O: -1.447 2.778 -2.325  0.085
H: -1.585 0.507 -3.591  0.097
H: -2.383 1.633 -4.670  0.082
H: -0.786 0.999 -5.102  0.088
H: -0.810 3.406 -4.170  0.155
H: 1.381 2.498 -3.827  0.138
H: 0.794 1.193 -2.772  0.129

Cartesian forces, eV/Å:
-0.436 -0.477 0.063
0.223 -0.104 -0.791
-0.147 0.114 1.013
-0.729 0.053 -0.874
-0.383 -0.178 0.456
0.505 -0.131 -0.393
-0.676 0.635 0.204
0.685 1.312 -0.318
-0.328 2.079 2.264
-0.440 -0.785 1.184
-0.165 -1.553 0.725
-0.007 -1.406 -0.943
0.661 0.639 -3.021
0.341 -1.029 0.467
-0.035 0.133 -0.986
1.018 0.206 0.211
0.257 -0.104 -0.121
0.454 0.688 -0.108
-0.718 0.380 0.747
0.022 1.097 0.443
-0.094 0.162 1.036
-0.166 -0.892 0.419
0.005 -0.838 -0.714
0.157 -0.007 -1.036
-0.488 0.019 0.079
-0.231 -0.615 -0.583
0.558 -0.033 -0.143
-0.562 0.042 0.045
0.044 0.124 0.564
0.056 -0.004 -0.332
0.375 0.238 0.240
0.209 0.044 0.018
0.077 -0.007 -0.057
0.031 0.071 0.042
0.075 0.018 0.069
0.031 0.103 0.169
-0.176 0.003 -0.040

***

The following is a quantum chemistry calculation of the ion C2H2N3S2 with charge +1, from OMol25.

HOMO-LUMO gap: 7.69 eV
LUMO energy: -0.227 hartree
total energy: -1037.57509 Ha
charge: +1
HOMO: -13.86 eV

Last column: Löwdin charge in e.
Cartesian coordinates (Å):
C: 0.259 -1.965 -0.118  -0.597
C: -0.281 -1.569 1.012  -0.137
N: 0.582 0.539 0.523  -0.287
N: 0.620 1.830 -1.419  -0.278
N: 0.077 -0.303 1.230  0.061
S: 0.903 -2.412 -1.385  1.086
S: 1.610 1.381 -0.354  1.057
H: -0.752 -2.019 1.854  0.136
H: 0.796 2.692 -1.767  -0.042

Cartesian forces, eV/Å:
-0.076 -2.281 -1.101
0.260 1.301 1.103
1.707 0.272 0.523
0.194 -2.649 0.944
-0.371 1.642 1.113
0.468 -0.011 -0.926
-2.651 -1.024 0.133
-0.402 -0.825 -0.069
0.870 3.574 -1.719

***

The following is a quantum chemistry calculation of the molecule C4H4Br2, from OMol25.

HOMO-LUMO gap (alpha / beta): 7.16 / 7.59 eV
LUMO energy (alpha / beta): 0.032 / -0.094 hartree
<S²>: 2.01
total energy: -5302.65327 Ha
HOMO (alpha / beta): -6.30 / -10.14 eV
spin multiplicity: 3

Last column: Löwdin spin population.
Cartesian coordinates (Å):
C: 0.681 0.831 -0.061  0.325
C: -0.746 0.875 -0.002  0.272
C: 1.164 -0.394 0.215  0.546
C: -1.175 -0.381 -0.211  0.523
Br: 3.032 -0.756 0.008  0.137
Br: -3.065 -0.758 -0.052  0.121
H: 1.453 1.574 -0.132  0.013
H: -1.515 1.612 0.130  0.009
H: 0.806 -1.351 0.523  0.023
H: -0.634 -1.252 -0.417  0.029

Cartesian forces, eV/Å:
-3.812 3.662 0.384
4.017 2.149 -0.330
4.495 -4.670 0.181
-4.924 -3.285 0.247
-0.240 0.490 0.036
0.910 0.206 -0.212
-0.456 0.904 0.024
0.537 0.903 -0.182
-0.681 0.332 0.206
0.154 -0.691 -0.356

***

The following is a quantum chemistry calculation of the molecule C16H16N6O2S, from OMol25.

HOMO-LUMO gap: 9.11 eV
LUMO energy: 0.016 hartree
SMILES: COc1cccc(-n2nnnc2SCC(=O)Nc2cccc(C)n2)c1
total energy: -1496.48403 Ha
HOMO: -8.66 eV

Last column: Löwdin charge in e.
Cartesian coordinates (Å):
C: 0.174 -2.865 2.716  -0.077
O: -1.212 -3.106 2.785  -0.073
C: -2.048 -2.299 2.088  -0.266
C: -3.413 -2.571 2.210  -0.002
C: -4.340 -1.810 1.529  -0.065
C: -3.936 -0.756 0.727  -0.022
C: -2.581 -0.481 0.619  -0.199
N: -2.181 0.587 -0.193  -0.047
N: -2.912 1.001 -1.242  0.050
N: -2.318 1.979 -1.771  -0.019
N: -1.197 2.277 -1.134  0.037
C: -1.094 1.417 -0.142  -0.565
S: 0.162 1.335 1.031  1.020
C: 1.100 2.878 0.785  -0.327
C: 0.944 3.604 -0.535  -0.551
O: 0.536 4.740 -0.562  0.081
N: 1.393 3.001 -1.677  0.136
C: 1.840 1.713 -1.912  -0.304
C: 1.910 1.252 -3.231  -0.006
C: 2.358 -0.036 -3.444  -0.060
C: 2.722 -0.819 -2.357  -0.037
C: 2.631 -0.272 -1.084  -0.331
C: 3.021 -1.043 0.138  -0.031
N: 2.204 0.968 -0.880  0.103
C: -1.629 -1.249 1.278  0.019
H: 0.425 -1.860 3.069  0.096
H: 0.634 -3.604 3.369  0.097
H: 0.553 -2.997 1.697  0.092
H: -3.715 -3.389 2.843  0.119
H: -5.391 -2.034 1.626  0.109
H: -4.646 -0.151 0.187  0.106
H: 2.140 2.576 0.915  0.081
H: 0.793 3.564 1.575  0.086
H: 1.177 3.542 -2.506  0.158
H: 1.607 1.886 -4.049  0.110
H: 2.418 -0.432 -4.447  0.109
H: 3.070 -1.830 -2.494  0.108
H: 2.513 -0.635 1.008  0.055
H: 2.778 -2.096 0.026  0.075
H: 4.095 -0.957 0.299  0.086
H: -0.584 -1.030 1.142  0.050

Cartesian forces, eV/Å:
0.191 0.018 -0.014
-0.255 -0.052 0.023
-0.328 0.101 -0.076
0.239 -0.081 0.066
0.165 -0.025 0.004
0.138 0.178 -0.070
-0.616 -0.617 0.373
1.280 1.160 -0.258
-0.989 -0.785 -0.177
-0.654 0.281 -0.708
0.623 -0.116 0.738
-0.546 -0.137 -0.158
-0.005 0.088 0.667
-0.381 -0.058 0.304
0.305 0.194 0.221
-0.022 0.086 0.040
0.397 0.329 -0.613
0.177 -0.411 -0.190
-0.037 -0.056 0.084
-0.004 0.138 0.159
-0.039 0.009 0.058
-0.029 -0.201 -0.305
0.072 -0.030 -0.066
0.295 0.387 -0.135
0.130 -0.034 0.035
-0.007 -0.010 -0.012
0.021 0.081 -0.060
-0.006 0.019 0.015
-0.038 -0.103 0.080
-0.094 -0.026 0.015
-0.054 0.043 -0.019
-0.091 -0.015 -0.009
0.064 -0.003 -0.242
-0.043 -0.051 0.234
-0.053 0.061 -0.102
-0.001 -0.010 -0.076
0.033 -0.105 -0.001
-0.040 -0.009 0.061
0.019 -0.108 0.043
0.078 -0.031 0.074
0.107 -0.099 -0.007